Entry 1:
{
  "formula": "C32H36BN9O6SW",
  "method": "the ωB97M-V functional and the def2-TZVPD basis",
  "multiplicity": 2,
  "s2": 0.76,
  "relative_energy_ev": 0.022,
  "homo_ha": [-0.40845, -0.41058],
  "charge": 1,
  "fmax_ev_per_a": 0.3,
  "gap_ev": [6.46, 6.79],
  "species": ["W", "O", "C", "C", "N", "C", "C", "O", "O", "C", "C", "O", "O", "H", "H", "H", "H", "H", "H", "H", "H", "H", "C", "C", "C", "C", "N", "N", "B", "N", "C", "C", "C", "C", "N", "N", "C", "C", "C", "C", "N", "N", "C", "C", "C", "C", "N", "H", "H", "H", "H", "H", "H", "H", "H", "H", "H", "H", "H", "H", "H", "H", "H", "H", "H", "H", "H", "C", "C", "O", "S", "C", "C", "C", "C", "C", "C", "C", "C", "H", "H", "H", "H", "H", "H", "H"],
  "coordinates": [[0.05905, -0.62092, 1.07669], [-2.46997, -2.60270, 1.00447], [-3.50626, -1.63655, 1.01220], [-3.24100, -0.61550, 2.10642], [-1.86947, 0.03289, 2.28591], [-1.97722, 1.50031, 2.13689], [-0.61598, 2.11633, 1.89065], [-0.32135, 3.22975, 2.18860], [0.20704, 1.29109, 1.21324], [-1.44336, -0.31068, 3.65490], [-0.99388, -1.75688, 3.57231], [-1.23692, -2.62177, 4.35669], [-0.25918, -1.94350, 2.46543], [-2.74521, -3.34422, 0.45365], [-4.46075, -2.09816, 1.28624], [-3.61622, -1.17929, 0.03278], [-3.45970, -1.11561, 3.04860], [-3.96894, 0.18949, 2.00044], [-2.44566, 1.95870, 3.00814], [-2.57765, 1.71576, 1.25236], [-2.23636, -0.17205, 4.38929], [-0.59461, 0.31310, 3.92486], [0.44369, -4.33381, 1.16974], [1.64707, -3.46448, 1.04291], [2.97721, -3.85910, 1.14163], [3.71709, -2.71718, 0.91780], [2.88928, -1.70036, 0.66199], [1.60218, -2.15141, 0.76062], [3.24904, -0.17439, 0.51303], [2.37577, 0.35036, -0.66248], [2.85241, 0.68627, -1.86931], [1.94468, 0.29589, -2.82373], [0.90323, -0.32202, -2.12616], [-0.19173, -1.10039, -2.78030], [1.15172, -0.22502, -0.80865], [2.87563, 0.46647, 1.85988], [3.54944, 1.31543, 2.64571], [3.03617, 1.22294, 3.91704], [2.02745, 0.26298, 3.84617], [1.39176, -0.35580, 5.05359], [1.89070, -0.15891, 2.57329], [4.70319, -0.03288, 0.12014], [5.38608, -0.78268, -0.78918], [6.52346, -0.10635, -1.12726], [6.45551, 1.10390, -0.39614], [7.42457, 2.23961, -0.39271], [5.35487, 1.14331, 0.33158], [0.65385, -5.30425, 0.72285], [-0.41736, -3.89365, 0.67371], [0.18288, -4.48148, 2.21725], [3.34432, -4.85163, 1.33340], [4.78256, -2.56464, 0.92386], [3.82540, 1.13950, -1.96333], [2.02922, 0.39472, -3.89180], [0.23714, -1.60414, -3.64656], [-1.00183, -0.46416, -3.13283], [-0.61503, -1.85027, -2.11762], [4.37898, 1.86998, 2.24727], [3.38894, 1.72613, 4.80012], [2.17933, -0.51381, 5.78975], [0.96035, -1.32991, 4.84865], [0.65362, 0.28791, 5.53341], [5.01208, -1.73082, -1.13731], [7.30097, -0.43108, -1.79665], [8.45072, 1.87433, -0.38632], [7.26978, 2.86562, 0.48346], [7.29954, 2.86054, -1.28092], [-7.58351, 2.58976, -6.58645], [-6.72393, 2.11152, -5.45132], [-6.66354, 0.98088, -5.06486], [-5.74560, 3.45052, -4.73041], [-4.70473, 2.53922, -3.62946], [-3.32580, 2.61870, -3.78330], [-2.49071, 1.93314, -2.91903], [-3.02998, 1.15236, -1.89482], [-4.41699, 1.09387, -1.73544], [-5.24903, 1.78698, -2.59281], [-2.15617, 0.43686, -1.02374], [-1.39906, -0.19161, -0.31209], [-8.39336, 1.88141, -6.74081], [-6.97186, 2.63714, -7.48872], [-7.97768, 3.58658, -6.39341], [-2.91006, 3.21388, -4.58523], [-1.41555, 1.99767, -3.03057], [-4.84426, 0.50408, -0.93423], [-6.32045, 1.74621, -2.46365]]
}


Entry 2:
{
  "formula": "C32H36Cl3FN5OPtSSi",
  "method": "the ωB97M-V functional and the def2-TZVPD basis",
  "relative_energy_ev": 0.168,
  "homo_ha": [-0.38058, -0.38059],
  "charge": 1,
  "fmax_ev_per_a": 0.7,
  "gap_ev": [7.39, 7.39],
  "species": ["Pt", "C", "C", "C", "C", "C", "N", "C", "C", "C", "C", "C", "C", "C", "N", "C", "C", "C", "N", "C", "C", "N", "C", "C", "C", "N", "H", "H", "H", "H", "H", "H", "H", "H", "H", "H", "H", "H", "H", "H", "H", "H", "H", "H", "F", "C", "C", "C", "C", "C", "C", "H", "H", "H", "H", "C", "C", "C", "S", "O", "C", "C", "C", "H", "H", "H", "H", "H", "H", "H", "H", "H", "H", "H", "H", "H", "H", "Cl", "Si", "Cl", "Cl"],
  "coordinates": [[0.08668, -0.13329, 0.43484], [6.46259, 2.17295, 0.44457], [4.96500, 2.05415, 0.49730], [4.24447, 2.58199, 1.56358], [2.86647, 2.45513, 1.62882], [2.16430, 1.81268, 0.62213], [0.73880, 1.77922, 0.62896], [0.24287, 2.76838, -0.25813], [1.09757, 3.79310, -0.70419], [0.67760, 4.82252, -1.52430], [-0.62536, 4.89566, -1.99433], [-1.08978, 5.98910, -2.91449], [-1.48491, 3.90019, -1.56715], [-1.08352, 2.89224, -0.69656], [-2.10372, 1.98512, -0.30261], [-3.42137, 2.24163, -0.19359], [-4.06547, 1.04266, 0.01250], [-3.04464, 0.09532, 0.03155], [-1.86371, 0.67619, -0.15520], [2.88291, 1.32434, -0.47432], [4.26449, 1.41394, -0.51926], [2.19951, 0.78614, -1.60720], [2.59888, 0.88814, -2.89333], [1.65586, 0.27769, -3.68177], [0.68020, -0.16664, -2.78455], [1.01185, 0.14351, -1.54239], [6.75968, 3.19556, 0.20568], [6.88779, 1.51462, -0.31124], [6.90751, 1.91904, 1.40648], [4.77161, 3.08734, 2.36367], [2.30543, 2.88793, 2.44712], [2.12572, 3.81046, -0.37706], [1.39675, 5.57960, -1.81287], [-0.24832, 6.57504, -3.28019], [-1.77145, 6.66977, -2.40172], [-1.61870, 5.58203, -3.77691], [-2.50402, 3.88786, -1.93275], [-3.79867, 3.24590, -0.26596], [-5.12044, 0.88293, 0.14421], [-3.09781, -0.97010, 0.16272], [4.80904, 0.97356, -1.34543], [3.50544, 1.40645, -3.15156], [1.66188, 0.18437, -4.75262], [-0.24096, -0.69245, -2.97263], [-1.62455, -0.38475, 6.33414], [-1.26286, -0.31958, 5.04222], [-2.07321, -0.90133, 4.08972], [-1.68776, -0.83538, 2.75686], [-0.51194, -0.20065, 2.37446], [0.26977, 0.38740, 3.36402], [-0.09430, 0.32918, 4.70162], [-2.98965, -1.39097, 4.39107], [-2.33137, -1.29615, 2.02295], [1.18673, 0.89649, 3.10732], [0.51793, 0.77612, 5.47321], [-2.95401, -2.02836, -2.67913], [-2.97588, -3.28633, -1.81881], [-1.60049, -3.94488, -1.68079], [-0.63927, -3.48465, -0.22992], [-0.85272, -1.95503, -0.20203], [-1.65324, -4.15806, 1.10657], [-1.14293, -5.51643, 1.58593], [-1.18273, -6.62000, 0.53531], [-3.95470, -1.60764, -2.77657], [-2.58796, -2.25158, -3.68311], [-2.31326, -1.26897, -2.23244], [-3.65571, -4.02039, -2.25349], [-3.38361, -3.04874, -0.83366], [-0.95105, -3.69241, -2.52181], [-1.65617, -5.03292, -1.62943], [-2.69125, -4.20882, 0.77369], [-1.56660, -3.40908, 1.89309], [-1.76994, -5.79803, 2.43411], [-0.12940, -5.40488, 1.97254], [-0.85252, -7.56456, 0.96434], [-2.19323, -6.76796, 0.14750], [-0.51729, -6.40763, -0.30443], [2.72267, -2.37700, -0.46046], [1.85276, -1.50408, 1.18716], [1.07153, -3.06858, 2.28782], [3.39012, -0.86530, 2.36060]]
}


Entry 3:
{
  "formula": "C32H36IN3O8S5V",
  "method": "the ωB97M-V functional and the def2-TZVPD basis",
  "multiplicity": 2,
  "s2": 0.77,
  "relative_energy_ev": 0.819,
  "homo_ha": [-0.22489, -0.20174],
  "fmax_ev_per_a": 3.9,
  "gap_ev": [5.59, 4.96],
  "species": ["V", "I", "C", "C", "C", "C", "C", "C", "C", "O", "O", "H", "H", "H", "H", "C", "C", "S", "O", "C", "C", "H", "H", "H", "H", "H", "H", "H", "H", "H", "H", "O", "C", "C", "C", "C", "C", "S", "C", "C", "C", "C", "S", "C", "C", "C", "C", "S", "H", "H", "H", "H", "H", "H", "H", "H", "H", "C", "C", "S", "O", "O", "C", "C", "N", "C", "N", "C", "C", "N", "O", "O", "C", "H", "H", "H", "H", "H", "H", "H", "H", "H", "H", "H", "H", "H"],
  "coordinates": [[-0.43065, -0.05273, -0.07620], [-5.46476, 5.55811, 2.87216], [-4.11945, 3.96602, 2.82722], [-3.75118, 3.41798, 1.60770], [-2.82005, 2.38583, 1.58427], [-2.26364, 1.90895, 2.76188], [-2.67336, 2.44043, 3.97516], [-3.60152, 3.47358, 4.01730], [-1.17139, 0.87835, 2.75745], [-0.64424, 0.51568, 3.79233], [-0.82111, 0.46602, 1.57618], [-4.17912, 3.78955, 0.68636], [-2.52493, 1.94717, 0.63629], [-2.24571, 2.03986, 4.88620], [-3.92032, 3.88476, 4.96599], [4.85899, -0.15322, 0.47317], [4.13630, 0.80228, 1.41415], [2.47985, 0.23021, 1.82826], [1.91292, -0.31588, 0.53693], [2.91623, -1.20256, 2.84038], [2.23010, -1.09629, 4.20137], [5.70042, 0.35095, -0.00408], [4.17572, -0.48792, -0.30739], [5.23967, -1.03077, 0.99722], [3.96596, 1.77174, 0.94099], [4.65196, 0.96287, 2.36445], [4.00044, -1.26756, 2.93363], [2.55285, -2.04896, 2.25692], [2.61004, -0.24168, 4.76564], [2.41250, -1.99661, 4.79162], [1.15270, -0.95862, 4.08609], [-0.53495, -0.74414, -1.72450], [-1.42710, -1.83105, -1.56286], [-2.83841, -1.39971, -1.95257], [-3.92869, -2.15606, -2.24172], [-5.10993, -1.37381, -2.43460], [-4.88134, -0.04208, -2.28184], [-3.23708, 0.27389, -1.92400], [-1.00689, -3.00292, -2.42373], [-1.19440, -4.33422, -2.21198], [-0.73227, -5.13508, -3.30380], [-0.20870, -4.38031, -4.30749], [-0.26862, -2.71108, -3.94025], [-1.42815, -2.20354, -0.05163], [-2.44849, -2.16675, 0.87935], [-2.03830, -2.59745, 2.15697], [-0.72183, -2.98744, 2.18087], [0.02237, -2.81434, 0.66668], [-3.89331, -3.23610, -2.31749], [-6.07930, -1.79268, -2.67439], [-5.58261, 0.77488, -2.37600], [-1.63889, -4.73203, -1.30641], [-0.79014, -6.21636, -3.33051], [0.21260, -4.71533, -5.24542], [-3.45357, -1.84416, 0.64005], [-2.68213, -2.61183, 3.02604], [-0.15478, -3.36330, 3.02089], [3.20101, 8.92287, -1.76859], [3.49371, 8.25447, -0.42449], [2.12748, 7.32710, 0.19721], [2.54060, 6.65081, 1.40293], [0.96681, 8.18514, 0.23141], [1.83950, 6.06027, -1.00972], [0.44973, 5.45858, -0.73018], [0.39927, 4.03638, -1.07998], [0.41546, 3.02744, -0.17691], [0.22563, 1.84614, -0.77497], [0.10638, 2.11293, -2.11029], [0.20914, 3.44337, -2.30987], [0.25707, 4.14198, -3.56302], [0.20987, 3.47595, -4.56873], [0.39292, 5.35653, -3.53000], [0.71842, 3.26755, 1.26044], [3.97490, 9.65619, -1.99407], [2.24137, 9.43919, -1.73581], [3.17886, 8.20123, -2.58538], [3.66311, 8.98882, 0.36694], [4.33668, 7.56057, -0.45963], [2.62560, 5.32098, -0.84418], [1.89826, 6.46520, -2.01844], [-0.30674, 5.99550, -1.28430], [0.20974, 5.53310, 0.32574], [-0.04161, 1.33250, -2.84001], [-0.11320, 3.75912, 1.77390], [1.59336, 3.91369, 1.36587], [0.90850, 2.32273, 1.75536]]
}


Table of energy (eV), in record order: -72797.9732 -105509.7490 -142579.7742